Entry 1:
Below is 3 unconnected molecules or ions with the total composition C3H10O2 in a non-equilibrium geometry, with properties calculated with ωB97M-V/def2-TZVPD.

The geometry in XYZ format:
```
15
Properties=species:S:1:pos:R:3
C 0.4381 -0.7613 0.9361
C 0.9387 -1.2452 -0.2634
C 0.1964 -2.0945 -1.2499
H 1.2009 -0.2905 1.6670
H -0.4526 -0.9373 1.4316
H 1.7940 -0.7257 -0.5998
H -0.8183 -2.0704 -1.0455
H 0.4592 -1.6964 -2.2621
H 0.4509 -3.1279 -1.3256
O 0.2299 2.4421 1.9224
H 0.4548 1.7892 2.5579
H 0.1378 2.1312 1.1226
O -1.4398 1.0763 -1.4073
H -0.6848 0.5063 -1.1183
H -2.3008 0.8805 -1.0857
```

Properties
orbital gap	10.7457	eV
SMILES string	C=CC.O.O
highest occupied orbital energy	-0.3657	Ha

***

Entry 2:
Below is a molecular structure, C10H15BN9PdS in a non-equilibrium geometry, with properties calculated with ωB97M-V/def2-TZVPD.

The geometry in XYZ format:
```
37
Properties=species:S:1:pos:R:3
Pd 1.8003 -0.1139 -0.0633
C -2.7957 -2.9895 0.1429
C -1.6873 -3.1123 -0.7006
N -0.8876 -2.0687 -0.5727
N -1.4394 -1.2626 0.3332
C -2.5881 -1.7880 0.7863
B -0.6792 0.0280 0.6534
N -0.1528 0.0176 2.0958
C -0.8198 0.0137 3.2578
C 0.1020 0.0003 4.2830
C 1.3388 -0.0045 3.6300
N 1.1598 0.0055 2.3212
N -1.4720 1.3032 0.3431
C -2.6223 1.8179 0.8056
C -2.8497 3.0162 0.1603
C -1.7512 3.1467 -0.6950
N -0.9413 2.1130 -0.5727
H -3.6200 -3.6695 0.2585
H -1.4507 -3.9032 -1.3884
H -3.1877 -1.3004 1.5307
H 0.1956 0.0622 -0.1562
H -1.8918 0.0177 3.2979
H -0.0999 -0.0051 5.3379
H 2.3231 -0.0118 4.0659
H -3.2089 1.3241 1.5545
H -3.6789 3.6876 0.2825
H -1.5236 3.9373 -1.3859
N 1.3467 -0.0319 -2.8200
N 2.6354 -0.0519 -3.3489
C 3.8115 -0.0062 -2.6795
N 4.9245 0.1557 -3.4846
S 4.0340 -0.1280 -1.0421
H 1.1705 -0.8870 -2.2539
H 1.2105 0.7687 -2.1634
H 2.6527 0.1648 -4.3387
H 4.8569 -0.1482 -4.4438
H 5.7858 -0.0990 -3.0316
```

Properties
orbital gap	5.3246	eV
highest occupied orbital energy	-0.0940	Ha
charge	-1

***

Entry 3:
Below is a molecular structure, C18H15FeN2O2Se5Te, with properties calculated with ωB97M-V/def2-TZVPD.

The geometry in XYZ format:
```
44
Properties=species:S:1:pos:R:3
Fe 0.6738 -0.4530 -0.6912
C 1.8254 2.9792 2.0385
C 1.0237 2.1932 1.0217
O 1.5516 1.1641 0.5938
C -0.2765 2.6925 0.5959
C -0.6957 3.9674 1.0307
C -1.8917 4.5186 0.6449
C -2.7285 3.7874 -0.2080
C -2.3604 2.5421 -0.6526
C -1.1309 1.9498 -0.2744
O -0.8690 0.7601 -0.7098
H 2.6667 2.3676 2.3526
H 1.2260 3.2610 2.9034
H 2.2103 3.8938 1.5819
H -0.0497 4.5414 1.6812
H -2.1790 5.5022 0.9905
H -3.6756 4.2086 -0.5243
H -2.9962 1.9698 -1.3166
Se -1.3102 -3.9586 -0.4196
Se -2.5286 -2.0071 -0.3383
C -1.6966 -1.2888 1.2435
C -2.4923 -0.9514 2.3252
C -1.8807 -0.4713 3.4736
C -0.5004 -0.3810 3.5085
C 0.2136 -0.7264 2.3733
N -0.3734 -1.1478 1.2507
C -0.0964 -3.6372 -1.8701
C 0.3505 -4.7916 -2.5050
C 1.2507 -4.6777 -3.5446
C 1.6351 -3.4088 -3.9457
C 1.1297 -2.3217 -3.2616
N 0.2985 -2.4187 -2.2131
H -3.5644 -1.0822 2.2709
H -2.4767 -0.1944 4.3334
H 0.0205 -0.0392 4.3923
H 1.2929 -0.6412 2.3296
H -0.0170 -5.7579 -2.1845
H 1.6289 -5.5598 -4.0450
H 2.3204 -3.2525 -4.7670
H 1.4226 -1.3199 -3.5412
Se 2.5777 -1.9766 0.1239
Se 4.4160 -1.5869 -1.2448
Te 4.1916 0.6947 -2.1977
Se 1.8638 1.0585 -2.6053
```

Properties
orbital gap (spin up / spin down)	7.0213 / 5.2240	eV
highest occupied orbital energy (spin up / spin down)	-0.2627 / -0.2633	Ha
spin multiplicity	6

***

Entry 4:
Below is 4 unconnected molecules or ions with the total composition C3H13O5 in a non-equilibrium geometry, with properties calculated with ωB97M-V/def2-TZVPD.

The geometry in XYZ format:
```
21
Properties=species:S:1:pos:R:3
C 0.6914 -1.9136 -0.7357
C 0.9256 -0.8097 -1.7472
O 0.2316 -1.2120 -2.9116
C 1.0747 -1.2716 0.7282
O -0.1623 -1.6456 1.3347
H 1.1669 -2.8720 -0.9650
H -0.4506 -2.1482 -0.5663
H 0.6201 0.1137 -1.4951
H 1.9614 -1.0004 -2.1556
H -0.7004 -0.9567 -2.7868
H 1.9010 -1.8670 1.2716
H 1.2408 -0.1546 0.6435
H -1.5495 3.0264 0.3198
H -1.6717 1.5619 0.0861
O -2.2610 2.4680 0.1364
H -0.2358 1.8666 1.6681
H 0.6649 2.9262 0.8871
O 0.1302 2.9274 1.6413
H -0.7483 -0.6854 1.5241
H -1.7681 0.9399 1.8482
O -1.0611 0.7067 1.2743
```

Properties
orbital gap	8.4208	eV
highest occupied orbital energy	-0.1756	Ha
charge	-1

***

The calculated total energy results, record by record, are as follows: -7366.23281; -39017.15683; -394398.85265; -13558.17314 eV.
The energy relative to the best compared isomer or geometry (same formula, charge and spin) results, record by record, are as follows: 42.52; 15.85; 9.06; 52.69 kcal/mol.